No. 1
{"formula": "C10H17Cl2N5O2SSbSn", "method": "ωB97M-V with the def2-TZVPD basis set", "symbols": ["Sb", "Sn", "Cl", "Cl", "S", "O", "O", "N", "N", "N", "N", "N", "C", "C", "C", "C", "C", "C", "C", "C", "C", "C", "H", "H", "H", "H", "H", "H", "H", "H", "H", "H", "H", "H", "H", "H", "H", "H", "H"], "coordinates": [[-0.06525, -3.59354, 0.31705], [1.44461, 1.04542, -1.40979], [-1.28500, 0.67459, -1.46167], [-0.89331, -1.87100, 3.36334], [0.43749, -1.22751, 0.55246], [0.90282, 1.90178, 0.57628], [1.21167, 3.94368, 1.24949], [1.77145, 3.26530, -0.84458], [2.52893, 3.25837, -3.33554], [1.28431, 3.11795, 0.40275], [2.65620, 4.43197, -2.57502], [2.33904, 5.56590, -0.59709], [-1.85575, 0.31187, 0.17410], [-2.14264, -3.81676, 0.53134], [-3.55950, 0.62701, 1.80223], [-1.14337, -0.55811, 1.00832], [-2.89183, -0.22635, 2.66112], [0.54481, -4.11433, -1.62514], [2.25471, 4.46412, -1.30511], [-3.04163, 0.90827, 0.54306], [-1.69336, -0.80985, 2.26877], [1.07796, -4.60904, 1.75561], [-2.42488, -3.68291, 1.57225], [1.60667, -3.91213, -1.74865], [-2.37673, -4.83230, 0.20911], [0.72526, -4.35196, 2.75029], [2.69410, 6.42289, -1.00025], [3.04702, 5.26460, -2.99989], [0.36541, -5.18177, -1.75732], [-4.49048, 1.08227, 2.11151], [1.94690, 3.45864, -4.14561], [-3.28733, -0.44202, 3.64446], [-3.55948, 1.57276, -0.13472], [-2.65418, -3.10065, -0.10838], [2.12408, -4.33452, 1.63646], [2.04354, 5.59022, 0.36816], [0.94984, -5.67644, 1.57306], [3.45024, 2.98843, -3.67238], [-0.04233, -3.55487, -2.35012]], "atomic_forces_ev_per_a": [[-0.034, -0.076, 0.046], [0.200, -0.041, -0.118], [-0.063, 0.034, -0.055], [0.017, -0.038, 0.041], [-0.052, 0.069, 0.006], [0.066, 0.226, 0.038], [-0.025, -0.041, -0.093], [-0.215, -0.043, 0.124], [0.001, -0.013, -0.003], [0.106, -0.092, 0.062], [-0.007, 0.022, -0.003], [-0.016, 0.005, 0.024], [0.040, -0.083, 0.138], [-0.008, -0.023, -0.021], [0.017, -0.009, 0.008], [-0.001, 0.058, -0.100], [0.008, -0.018, 0.020], [-0.012, -0.022, -0.033], [-0.019, -0.039, -0.008], [0.003, 0.012, -0.015], [-0.052, 0.075, -0.059], [0.010, -0.024, -0.005], [0.046, 0.009, 0.010], [0.000, 0.014, 0.034], [-0.004, 0.007, -0.007], [-0.027, 0.025, -0.018], [0.011, -0.009, -0.008], [-0.002, -0.003, -0.007], [-0.007, -0.001, 0.026], [-0.002, 0.001, -0.006], [-0.001, 0.001, 0.000], [-0.002, -0.001, -0.002], [0.001, -0.001, 0.001], [0.017, 0.002, -0.010], [-0.004, 0.004, -0.017], [0.002, 0.000, 0.006], [0.008, 0.003, -0.009], [0.004, 0.003, 0.001], [-0.004, 0.007, 0.014]], "homo_lumo_gap_ev": 7.35, "lumo_ev": -10.360, "charge": 3, "fmax_ha_per_bohr": 0.00490, "e_tot_ev": -70410.6790}



No. 2
{"formula": "C5H8N5O2", "method": "ωB97M-V with the def2-TZVPD basis set", "symbols": ["O", "O", "N", "N", "N", "N", "N", "C", "C", "C", "C", "C", "H", "H", "H", "H", "H", "H", "H", "H"], "coordinates": [[-1.32396, -0.71119, 2.20196], [0.32426, 2.83647, 0.87291], [-1.78405, -1.23662, -0.15329], [0.69950, -1.38190, -0.12559], [1.41522, 0.88913, 0.24616], [-1.27683, 0.70762, -1.05865], [2.89456, -0.61219, -0.69342], [0.30783, 1.64783, 0.56313], [1.60480, -0.55143, -0.21323], [-1.39632, -0.36535, 0.94509], [-1.76358, -0.53359, -1.27507], [-1.12477, 0.95424, 0.33603], [-2.13427, -2.24017, -0.08986], [-1.98964, -0.94320, -2.19399], [3.53564, 0.00937, -0.36320], [2.21890, 1.41220, 0.57326], [-0.88845, 1.42763, -1.76311], [3.30645, -1.53137, -1.10605], [-1.64326, 1.83218, 0.76417], [-0.98203, -1.60969, 2.53275]], "atomic_forces_ev_per_a": [[0.133, -0.722, 1.062], [0.187, -2.253, -0.401], [-1.902, 0.333, 1.170], [-0.802, -0.825, 0.253], [-0.546, -0.032, 0.511], [-0.261, 0.321, -1.915], [-1.351, -4.715, -2.291], [0.007, -0.212, -0.199], [1.792, 3.526, 0.790], [1.113, -2.694, -2.063], [1.333, 1.129, 1.874], [1.758, 1.659, 1.647], [0.783, 1.998, -0.029], [-0.363, -0.639, -1.819], [1.945, 1.928, 0.928], [0.422, -0.359, -0.364], [-1.336, -1.954, 1.299], [-1.354, 2.348, 1.325], [-0.973, -0.503, -0.353], [-0.585, 1.667, -1.423]], "homo_lumo_gap_ev": [9.24, 6.44], "lumo_ev": [-4.353, -4.919], "charge": 1, "fmax_ha_per_bohr": 0.10527, "e_tot_ev": -16849.8007}



No. 3
{"formula": "F3HN2O5S3", "method": "ωB97M-V with the def2-TZVPD basis set", "symbols": ["S", "S", "S", "F", "F", "F", "O", "O", "O", "O", "O", "N", "N", "H"], "coordinates": [[-1.01574, -0.78835, 0.83548], [0.88969, -0.93875, -1.13611], [0.81566, 1.30814, 0.38038], [-1.04229, 0.32539, 2.04309], [1.19270, 1.52107, 1.92542], [0.30919, 0.31448, -2.02031], [1.93119, 1.60583, -0.44857], [2.29254, -0.97139, -1.25045], [-0.38054, 2.02717, 0.28255], [-0.87581, -2.06440, 1.40415], [-0.01440, -2.02818, -1.36258], [0.48950, -0.28420, 0.29803], [-2.34255, -0.45227, -0.25287], [-2.24915, 0.42546, -0.69822]], "atomic_forces_ev_per_a": [[-1.842, -1.111, 3.136], [-0.223, -0.124, -2.072], [2.188, 3.063, 1.256], [-0.113, 0.013, 1.040], [0.331, -0.918, -1.731], [0.632, -1.857, 0.287], [-0.387, -0.214, 1.172], [-0.557, -0.358, -0.511], [-1.151, 0.511, -0.643], [-0.025, -1.322, 0.500], [1.056, 1.199, 0.208], [4.110, 0.917, -0.048], [-4.428, -1.593, -1.792], [0.408, 1.794, -0.802]], "homo_lumo_gap_ev": [6.94, 9.21], "lumo_ev": [-0.029, -3.277], "s2": 2.01, "multiplicity": 3, "fmax_ha_per_bohr": 0.09792, "e_tot_ev": -53883.0403}



No. 4
{"formula": "C38H66F6N13O10S2", "method": "ωB97M-V with the def2-TZVPD basis set", "symbols": ["S", "S", "F", "F", "F", "F", "F", "F", "O", "O", "O", "O", "O", "O", "O", "O", "O", "O", "N", "N", "N", "N", "N", "N", "N", "N", "N", "N", "N", "N", "N", "C", "C", "C", "C", "C", "C", "C", "C", "C", "C", "C", "C", "C", "C", "C", "C", "C", "C", "C", "C", "C", "C", "C", "C", "C", "C", "C", "C", "C", "C", "C", "C", "C", "C", "C", "C", "C", "C", "H", "H", "H", "H", "H", "H", "H", "H", "H", "H", "H", "H", "H", "H", "H", "H", "H", "H", "H", "H", "H", "H", "H", "H", "H", "H", "H", "H", "H", "H", "H", "H", "H", "H", "H", "H", "H", "H", "H", "H", "H", "H", "H", "H", "H", "H", "H", "H", "H", "H", "H", "H", "H", "H", "H", "H", "H", "H", "H", "H", "H", "H", "H", "H", "H", "H"], "coordinates": [[0.70848, 0.30082, 0.09269], [0.66962, -2.27879, -0.00693], [-1.37863, 2.11193, -0.03939], [-1.05544, -2.91106, 1.98438], [-1.78932, -3.31919, -0.02895], [-0.25292, -4.64040, 0.88300], [-0.15241, 1.98389, -1.85464], [0.62779, 3.02481, -0.07261], [1.90742, -7.65080, -1.94332], [5.13324, -1.11007, -0.86489], [1.71912, -2.15979, 0.99872], [-4.70585, 4.79549, 1.00659], [0.69398, 0.47120, 1.58011], [-3.15453, -7.26047, -2.02304], [2.06871, 0.40924, -0.47484], [-2.55784, 2.31468, 3.27100], [3.26598, 5.50088, -3.20646], [1.11669, -3.04765, -1.17067], [-0.05503, 6.06441, -5.31247], [-0.21593, -0.78905, -0.42706], [-3.62848, -4.99076, -1.86872], [2.73783, -5.13065, 2.34828], [-2.88218, 6.05348, 1.48545], [0.59142, -3.88645, 6.46795], [0.72880, 1.36027, 4.71117], [-0.78761, -2.73066, -4.95020], [3.67669, 3.25727, 2.41854], [-5.02054, -5.17015, 5.23957], [-5.95064, -0.38199, -2.02297], [-3.01710, 1.60250, -3.72920], [6.41536, 0.25630, -2.19112], [-3.59444, 3.14439, -1.69281], [0.47336, 2.21358, 3.99851], [-4.21277, -4.64174, 4.53882], [5.22408, -0.25824, -1.74702], [3.83957, 5.13092, -2.17363], [-0.71964, -3.35749, 0.78196], [4.83602, 6.07448, -1.62338], [-4.20156, 5.70375, 1.59527], [-0.64322, 5.67032, -2.76721], [0.86683, -7.17725, -1.54338], [-3.40669, -0.94298, -1.42701], [-0.22723, -0.61803, -3.53903], [-0.57078, -1.79666, -4.30885], [0.81453, -3.02078, 5.65805], [3.88764, 0.66906, 2.14223], [4.59895, -3.37894, 1.73528], [-4.68336, -4.05974, -1.42697], [7.70469, -0.08130, -1.68159], [-3.26438, -4.00245, 3.66287], [-4.23373, 1.25193, 2.07453], [3.82346, 2.13034, 2.25813], [-3.72428, -6.26794, -1.53956], [1.14272, -2.00524, 4.59904], [-2.41149, 7.27024, 2.19465], [-3.27642, 2.28119, -2.80544], [6.35474, 1.40691, -3.08852], [0.32022, -7.76437, -0.28008], [-0.36279, 5.90811, -4.21802], [-2.34492, -0.10721, 3.18074], [-1.91232, 5.33761, 0.70149], [-3.00556, 1.23159, 2.96064], [-0.14522, 1.98663, -0.51879], [-2.79750, -4.46583, -2.95832], [-4.84070, -0.61602, -1.75151], [3.55511, -4.35378, 2.05830], [0.19106, -6.00919, -2.21261], [3.43184, 3.86998, -1.45419], [0.18138, 3.30504, 3.08570], [-0.76596, -7.68368, -0.23745], [5.39229, 1.63879, -3.54459], [4.78214, 0.32405, 2.66081], [-2.78708, 3.87460, -1.63739], [-3.25128, -4.51327, 2.70006], [-2.30912, -3.51349, -2.75188], [-1.91744, -5.06017, -3.20401], [-4.41285, -6.42285, -0.69454], [3.08948, 0.21611, 2.73033], [-3.52860, -2.94645, 3.60676], [4.40287, 7.07219, -1.55220], [3.10494, 4.11773, -0.44431], [5.13844, 5.73155, -0.63392], [2.62421, 3.40175, -2.01685], [8.27242, 0.82550, -1.47304], [5.72877, 6.09535, -2.24841], [0.82723, -5.39141, -2.84644], [-0.54611, -6.48469, -2.85958], [-1.67425, 0.07433, 4.02059], [-4.32280, -3.49375, -0.56805], [-3.77616, 2.52179, -0.81677], [4.28655, 3.19357, -1.44688], [-1.98842, 8.00017, 1.50449], [3.92932, 0.33218, 1.10643], [0.31225, 5.67485, -2.24267], [0.69770, -0.85937, -3.01523], [-1.76985, 7.07329, 3.05349], [-5.08538, 0.90575, 2.66016], [-3.38918, -1.49614, -0.48796], [-1.81726, -0.46671, 2.29732], [-1.12241, 4.71307, -2.56188], [-3.30317, 7.82584, 2.48504], [1.01500, 3.96334, 2.84114], [4.90879, -3.58714, 0.71119], [-4.50676, 2.25828, 1.75701], [-0.63399, 3.90477, 3.49017], [4.17810, -2.37388, 1.76439], [8.31507, -0.65580, -2.37835], [-5.55342, -4.61661, -1.07914], [-2.25824, -4.09727, 4.07125], [-2.94833, -1.45125, -2.27534], [0.23673, -1.47307, 4.30906], [-1.23084, 6.44254, -2.27074], [1.67793, -2.44298, 3.75640], [-4.05189, 0.65665, 1.17973], [7.04428, 1.21915, -3.91155], [7.46396, -0.66040, -0.79008], [6.73531, 2.25092, -2.51326], [0.64285, -8.76772, -0.00206], [-0.12429, 0.22851, -4.21791], [-5.05733, -3.37642, -2.18942], [-4.70281, 6.44504, 2.23670], [-0.10669, 2.74560, 2.19568], [0.64525, -7.09566, 0.51697], [-3.31433, -4.42269, -3.91703], [-2.29179, 4.35208, 0.43163], [-0.47879, -5.44481, -1.56387], [-3.04901, -0.88136, 3.48579], [1.75557, -1.32826, 5.19419], [-1.71128, 5.87175, -0.22716], [-2.86883, 0.00501, -1.41645], [-0.93140, 5.20754, 1.15862], [-4.49327, 3.71509, -1.92630], [4.30452, 0.11805, -2.22139], [5.47652, -3.42726, 2.37997], [-1.03156, -0.27210, -2.88982]], "atomic_forces_ev_per_a": [[3.174, 4.759, 3.565], [1.387, -1.223, -0.976], [0.061, 0.215, -0.154], [0.036, -0.135, -0.224], [0.316, -0.301, 0.483], [-0.802, 1.880, -0.121], [-0.312, 0.543, 0.275], [-1.045, -0.971, -0.603], [0.212, 0.232, -0.808], [0.284, 0.659, -0.664], [-1.842, 0.467, -0.492], [-0.895, -1.158, -0.451], [-0.430, -0.081, -2.583], [-0.348, 1.875, 0.443], [-2.048, -0.239, 0.006], [0.519, -0.602, 0.880], [0.524, -1.021, 1.189], [-1.689, 1.512, 1.013], [-0.197, 0.052, 0.073], [0.413, -4.192, 0.096], [-0.051, 2.211, -1.322], [1.319, 1.310, -0.559], [0.595, 1.173, 1.310], [1.056, 4.479, -3.940], [0.112, -0.768, 0.608], [0.017, 0.464, 0.439], [0.163, 0.248, -0.173], [3.366, 2.233, -2.904], [2.065, -0.406, 0.619], [-0.574, 1.708, 2.538], [-2.266, 0.861, -1.366], [-0.350, 0.258, -0.428], [0.478, 1.057, -0.050], [-3.804, -2.639, 3.264], [0.668, -1.232, 1.322], [-1.974, 1.015, -2.123], [1.091, -0.355, -0.722], [0.853, -0.325, 1.185], [1.751, 1.184, -0.119], [0.504, 0.190, -0.314], [1.150, -0.397, 0.495], [-1.309, 0.911, -0.675], [-0.090, 0.413, -0.338], [-0.370, -0.659, -0.600], [-1.072, -4.273, 2.674], [0.655, 0.037, 0.591], [-0.219, -0.045, -0.482], [0.094, -0.553, 0.857], [-0.300, -0.343, 0.543], [0.476, 0.018, 0.053], [-0.298, 0.103, 0.191], [-0.496, -0.615, 0.064], [0.460, -2.916, -0.121], [-0.256, -0.582, 1.816], [-1.159, -0.177, -0.832], [0.634, -2.097, -3.122], [0.990, -0.309, 0.019], [-1.213, 0.718, 0.699], [-0.263, -0.252, 1.202], [0.033, 0.522, 1.257], [-0.078, -0.419, -0.732], [-0.558, 0.792, -2.053], [1.814, -1.761, 0.536], [0.871, -0.633, -0.625], [-0.901, 0.020, -0.462], [-1.044, -1.174, 0.952], [-0.833, -0.595, -0.167], [0.145, 0.314, -0.683], [-0.283, -0.249, -0.222], [-0.181, -0.216, -0.118], [-0.156, -0.313, 0.477], [0.337, 0.134, -0.167], [-0.056, -0.212, 0.659], [-0.185, 0.292, -0.107], [-0.656, 0.194, 0.383], [-0.410, -0.534, 0.475], [-0.183, 0.078, 0.004], [-0.444, 0.172, -0.504], [0.131, -0.106, -0.374], [0.070, -0.083, -0.134], [0.206, -0.226, 0.126], [0.171, 0.241, 0.152], [0.038, 0.013, 0.116], [-0.079, 0.074, 0.366], [-0.081, 0.108, -0.125], [0.134, -0.088, 0.405], [-0.010, -0.268, -0.364], [0.449, -0.374, -0.202], [-0.043, 0.244, -0.081], [0.240, 0.472, 0.220], [0.025, -0.120, 0.408], [0.678, -0.377, -0.175], [-0.326, 0.006, 0.122], [0.151, -0.146, -0.118], [-0.133, 0.415, 0.227], [0.035, -0.064, -0.168], [-0.124, -0.529, -0.255], [0.394, 0.158, -0.239], [0.123, 0.324, -0.027], [0.095, -0.011, -0.435], [-0.059, -0.240, 0.603], [0.304, -0.405, 0.271], [0.083, 0.247, -0.035], [0.355, 0.137, 0.134], [-0.116, -0.214, -0.209], [-0.003, -0.065, -0.089], [-0.180, -0.248, -0.127], [0.050, -0.115, -0.018], [-0.003, 0.086, 0.124], [-0.251, -0.471, 0.222], [0.180, -0.061, -0.151], [-0.143, 0.171, -0.580], [-0.134, -0.013, 0.111], [-0.276, -0.390, 0.105], [0.095, 0.170, -0.140], [0.672, -0.055, 0.145], [-0.119, 0.442, -0.257], [0.164, 0.119, -0.563], [0.435, -0.097, -0.169], [0.439, -0.179, -0.254], [-0.452, -0.310, 0.101], [-0.304, 0.566, -0.172], [0.225, 0.121, 0.172], [-0.428, 0.305, 0.153], [-0.060, 0.128, 0.252], [0.541, 0.191, 0.292], [-0.249, 0.161, -0.125], [0.206, 0.470, -0.643], [-0.078, 0.135, -0.183], [0.029, -0.027, 0.603], [-0.218, 0.082, 0.553], [-0.120, -0.144, 0.096], [0.331, 0.294, -0.172], [-0.236, -0.243, 0.138], [0.192, -0.542, 0.215]], "homo_lumo_gap_ev": 8.74, "lumo_ev": 1.581, "charge": -1, "fmax_ha_per_bohr": 0.13108, "e_tot_ev": -118295.5441}